Record 1
{"formula": "C42H49CaN5SSe2Si", "method": "ωB97M-V/def2-TZVPD", "species": ["Ca", "C", "N", "C", "C", "C", "C", "C", "C", "C", "N", "C", "C", "C", "C", "C", "C", "N", "C", "C", "H", "H", "H", "H", "H", "H", "H", "H", "H", "H", "H", "H", "H", "H", "H", "H", "H", "H", "H", "H", "C", "Se", "C", "C", "Se", "C", "H", "H", "H", "H", "H", "H", "H", "H", "H", "H", "C", "C", "C", "C", "C", "C", "Si", "C", "C", "C", "C", "C", "C", "C", "C", "C", "C", "C", "C", "H", "H", "H", "H", "H", "H", "H", "H", "H", "H", "H", "H", "H", "H", "H", "S", "C", "N", "C", "C", "C", "N", "H", "H", "H", "H"], "coordinates": [[0.854, -0.716, -0.003], [2.547, 1.954, -1.031], [2.813, 0.790, -0.179], [2.917, 1.284, 1.220], [3.990, -0.009, -0.569], [5.030, 0.512, -1.349], [6.238, -0.207, -1.457], [6.384, -1.388, -0.774], [5.321, -1.900, -0.054], [4.016, -1.314, -0.001], [2.865, -1.733, 0.656], [2.508, -3.066, 0.803], [3.203, -4.145, 0.184], [2.767, -5.448, 0.272], [1.631, -5.802, 1.006], [0.888, -4.709, 1.526], [1.255, -3.391, 1.472], [0.473, -2.317, 2.058], [-0.848, -2.678, 2.511], [1.213, -1.674, 3.149], [3.357, 2.745, -1.006], [1.637, 2.472, -0.682], [2.548, 1.579, -2.046], [3.768, 1.984, 1.297], [3.084, 0.454, 1.866], [1.987, 1.762, 1.548], [4.851, 1.366, -1.967], [6.977, 0.262, -2.120], [7.351, -1.893, -0.722], [5.523, -2.889, 0.411], [4.023, -3.925, -0.474], [3.354, -6.218, -0.217], [1.391, -6.827, 1.177], [-0.037, -4.909, 2.026], [-0.879, -3.475, 3.243], [-1.433, -3.008, 1.670], [-1.360, -1.842, 2.929], [1.069, -2.237, 4.079], [0.757, -0.689, 3.210], [2.232, -1.650, 2.862], [-1.027, -4.514, -1.209], [0.284, -3.366, -2.034], [-0.835, -2.946, -3.600], [-2.199, -2.353, -3.350], [-2.127, -0.959, -1.925], [-3.742, 0.038, -2.399], [-1.648, -4.906, -2.007], [-1.519, -3.897, -0.449], [-0.428, -5.333, -0.791], [-0.982, -3.930, -4.083], [-0.229, -2.290, -4.202], [-2.914, -3.126, -3.001], [-2.576, -1.884, -4.237], [-4.602, -0.509, -2.044], [-3.769, 0.060, -3.499], [-3.698, 1.025, -1.941], [-3.932, 4.351, -1.432], [-2.599, 3.957, -1.829], [-1.908, 3.035, -1.109], [-2.436, 2.458, 0.051], [-3.727, 2.886, 0.473], [-4.434, 3.822, -0.249], [-1.313, 1.347, 1.209], [-0.552, 2.706, 2.362], [0.069, 2.451, 3.601], [0.646, 3.400, 4.397], [0.735, 4.718, 3.977], [0.140, 5.014, 2.768], [-0.566, 4.084, 2.010], [-2.699, 0.486, 2.226], [-3.340, -0.608, 1.718], [-4.387, -1.246, 2.393], [-4.824, -0.759, 3.613], [-4.184, 0.338, 4.141], [-3.131, 0.974, 3.472], [-4.513, 4.991, -2.122], [-2.197, 4.406, -2.741], [-0.892, 2.743, -1.459], [-4.182, 2.478, 1.358], [-5.388, 4.123, 0.081], [-0.013, 1.427, 4.013], [1.126, 3.151, 5.348], [1.327, 5.441, 4.490], [0.123, 6.080, 2.513], [-1.173, 4.387, 1.145], [-3.119, -0.991, 0.741], [-4.877, -2.129, 1.979], [-5.580, -1.280, 4.192], [-4.504, 0.710, 5.117], [-2.702, 1.865, 3.899], [1.762, -0.701, -3.298], [1.121, 0.728, -3.959], [-0.206, 1.057, -3.870], [-0.750, 2.196, -4.304], [0.081, 3.093, -4.938], [1.446, 2.736, -4.984], [1.967, 1.622, -4.523], [-0.815, 0.423, -3.353], [-1.806, 2.257, -4.245], [-0.227, 4.046, -5.272], [2.182, 3.508, -5.350]], "lumo_ev": -0.59, "total_energy_ev": -219644.168, "homo_lumo_gap_ev": 5.8, "de_lowest_kj_mol": 0.00}

=====

Record 2
{"formula": "C42H49Cl64N2O2S2", "method": "ωB97M-V/def2-TZVPD", "species": ["C", "C", "C", "C", "C", "C", "C", "C", "C", "C", "C", "C", "C", "S", "C", "S", "N", "C", "C", "O", "C", "C", "C", "C", "C", "C", "N", "O", "C", "C", "C", "C", "H", "H", "H", "H", "H", "H", "H", "H", "H", "H", "H", "H", "H", "H", "H", "H", "H", "H", "H", "H", "H", "H", "H", "H", "H", "H", "H", "H", "H", "H", "H", "H", "H", "H", "H", "H", "H", "H", "H", "H", "H", "H", "H", "H", "H", "H", "H", "H", "H", "C", "Cl", "Cl", "Cl", "Cl", "C", "Cl", "Cl", "Cl", "Cl", "C", "Cl", "Cl", "Cl", "Cl", "C", "Cl", "Cl", "Cl", "Cl", "C", "Cl", "Cl", "Cl", "Cl", "C", "Cl", "Cl", "Cl", "Cl", "C", "Cl", "Cl", "Cl", "Cl", "C", "Cl", "Cl", "Cl", "Cl", "C", "Cl", "Cl", "Cl", "Cl", "C", "Cl", "Cl", "Cl", "Cl", "C", "Cl", "Cl", "Cl", "Cl", "C", "Cl", "Cl", "Cl", "Cl", "C", "Cl", "Cl", "Cl", "Cl", "C", "Cl", "Cl", "Cl", "Cl", "C", "Cl", "Cl", "Cl", "Cl", "C", "Cl", "Cl", "Cl", "Cl"], "coordinates": [[6.400, -1.313, 1.795], [7.267, -0.164, 0.992], [6.987, -0.104, -0.623], [5.686, -0.986, -1.126], [5.300, -0.742, -2.709], [3.705, -1.111, -3.055], [2.810, 0.059, -2.339], [1.168, -0.092, -2.620], [0.611, -1.619, -2.436], [-0.724, -1.736, -1.436], [-2.014, -1.314, -2.352], [-2.343, 0.286, -2.422], [-3.675, 0.734, -1.516], [-3.676, 2.643, -1.585], [-2.940, 3.349, 0.009], [-3.941, 3.175, 1.414], [-1.592, 4.035, 0.001], [-0.449, 3.086, -0.279], [0.776, 3.161, 0.840], [0.135, 2.940, 2.155], [-0.743, 4.062, 2.524], [-1.358, 4.892, 1.226], [-0.879, -3.363, -1.150], [-1.799, -3.752, 0.137], [-1.215, -5.219, 0.691], [-3.351, -4.103, -0.378], [-1.745, -2.819, 1.314], [-2.908, -2.194, 1.564], [-0.555, -1.897, 1.323], [-0.814, -0.840, 2.595], [0.890, -2.604, 1.634], [-0.561, -0.927, -0.025], [5.267, -0.945, 1.761], [6.434, -2.342, 1.220], [6.668, -1.407, 2.935], [7.044, 0.868, 1.549], [8.410, -0.409, 1.192], [7.994, -0.381, -1.196], [6.796, 1.045, -0.882], [5.918, -2.139, -0.968], [4.796, -0.722, -0.413], [5.390, 0.431, -2.891], [6.043, -1.251, -3.459], [3.632, -1.063, -4.237], [3.464, -2.200, -2.700], [2.948, 0.149, -1.176], [3.104, 1.092, -2.851], [1.045, 0.183, -3.776], [0.670, 0.710, -1.918], [1.443, -2.277, -1.888], [0.372, -2.177, -3.439], [-1.755, -1.652, -3.468], [-3.012, -1.866, -2.081], [-1.482, 0.997, -2.074], [-2.622, 0.522, -3.559], [-4.689, 0.411, -2.002], [-3.566, 0.429, -0.387], [0.027, 3.288, -1.337], [-0.865, 1.985, -0.222], [1.417, 4.140, 0.770], [1.468, 2.216, 0.636], [-1.664, 3.665, 3.140], [-0.165, 4.845, 3.181], [-2.302, 5.557, 1.512], [-0.512, 5.676, 0.929], [0.169, -3.921, -1.081], [-1.406, -3.819, -2.115], [-0.042, -5.266, 0.676], [-1.698, -5.488, 1.728], [-1.596, -6.034, -0.094], [-3.294, -4.770, -1.360], [-3.859, -4.788, 0.448], [-3.984, -3.147, -0.612], [-1.089, -1.474, 3.552], [-1.644, -0.047, 2.355], [0.192, -0.227, 2.755], [1.189, -3.460, 0.859], [0.910, -3.001, 2.735], [1.712, -1.758, 1.528], [-1.435, -0.139, 0.177], [0.439, -0.284, 0.060], [-2.489, -2.118, 6.435], [-1.856, -0.466, 6.638], [-3.964, -2.314, 7.415], [-2.876, -2.400, 4.718], [-1.262, -3.295, 6.967], [6.211, -4.731, -4.390], [6.590, -6.291, -5.163], [6.736, -3.399, -5.450], [4.454, -4.615, -4.117], [7.063, -4.619, -2.829], [-6.389, 3.725, 4.950], [-5.857, 5.398, 4.647], [-6.110, 2.740, 3.492], [-5.464, 3.045, 6.312], [-8.126, 3.717, 5.348], [-7.126, 6.298, 8.454], [-8.082, 6.839, 7.051], [-6.978, 7.634, 9.623], [-7.940, 4.916, 9.231], [-5.503, 5.801, 7.911], [-4.426, 6.410, -3.359], [-3.894, 8.084, -3.662], [-4.146, 5.426, -4.817], [-3.501, 5.730, -1.997], [-6.163, 6.402, -2.961], [-4.126, 9.634, 11.369], [-3.594, 11.307, 11.067], [-3.846, 8.649, 9.911], [-3.201, 8.954, 12.732], [-5.863, 9.626, 11.768], [-5.026, 3.642, 12.345], [-4.392, 5.295, 12.548], [-6.501, 3.447, 13.326], [-5.413, 3.361, 10.628], [-3.798, 2.466, 12.878], [3.674, -8.022, -1.657], [2.235, -7.033, -1.304], [4.020, -9.084, -0.269], [3.371, -9.016, -3.104], [5.070, -6.955, -1.951], [-0.826, -6.155, -4.654], [-0.192, -4.502, -4.451], [-2.301, -6.350, -3.674], [-1.213, -6.436, -6.371], [0.402, -7.331, -4.122], [-11.926, 4.407, 4.431], [-11.547, 2.848, 3.658], [-11.400, 5.739, 3.371], [-13.683, 4.523, 4.704], [-11.074, 4.519, 5.992], [-6.083, -4.443, -3.553], [-4.678, -3.901, -4.506], [-5.568, -5.695, -2.394], [-6.768, -3.058, -2.666], [-7.318, -5.117, -4.646], [2.617, -6.821, -7.431], [1.834, -7.615, -8.820], [2.602, -7.923, -6.031], [4.301, -6.416, -7.849], [1.732, -5.329, -7.023], [-5.183, 9.307, 4.444], [-6.373, 9.254, 3.119], [-4.604, 10.979, 4.656], [-5.948, 8.747, 5.952], [-3.806, 8.248, 4.047], [8.617, -0.420, -7.879], [7.509, -0.707, -9.245], [7.672, -0.046, -6.416], [9.599, -1.880, -7.594], [9.689, 0.951, -8.261], [11.317, -1.958, -11.485], [9.857, -2.907, -11.864], [10.887, -0.617, -10.393], [12.518, -3.008, -10.692], [12.006, -1.300, -12.991], [9.817, -1.810, -3.554], [10.196, -3.370, -4.328], [10.343, -0.478, -4.615], [8.060, -1.694, -3.281], [10.669, -1.698, -1.994]], "multiplicity": 2, "lumo_ev": [-0.64, -0.64], "total_energy_ev": -874509.635, "homo_lumo_gap_ev": [7.6, 7.6], "de_lowest_kj_mol": 0.00}

=====

Record 3
{"formula": "C42H49HfN6O2S3Sb", "method": "ωB97M-V/def2-TZVPD", "species": ["Hf", "C", "C", "C", "C", "C", "C", "C", "N", "C", "C", "C", "C", "C", "C", "C", "C", "C", "C", "N", "C", "C", "C", "N", "C", "C", "C", "C", "C", "C", "C", "C", "C", "C", "C", "C", "C", "C", "N", "C", "C", "H", "H", "H", "H", "H", "H", "H", "H", "H", "H", "H", "H", "H", "H", "H", "H", "H", "H", "H", "H", "H", "H", "H", "H", "H", "H", "H", "H", "H", "H", "H", "H", "H", "H", "H", "H", "H", "H", "H", "H", "H", "H", "H", "H", "S", "Sb", "S", "S", "O", "N", "N", "O", "C", "C", "C", "C", "C", "C", "H", "H", "H", "H", "H"], "coordinates": [[-0.485, 0.347, 0.302], [1.901, -5.513, -1.877], [1.280, -5.136, -0.527], [0.397, -3.929, -0.618], [-0.934, -3.898, -0.876], [-1.876, -5.053, -1.009], [-2.660, -5.306, 0.286], [-1.327, -2.503, -0.914], [-0.259, -1.704, -0.669], [0.839, -2.559, -0.515], [2.122, -2.151, -0.380], [2.600, -0.823, -0.310], [3.946, -0.450, -0.216], [5.124, -1.379, -0.177], [5.451, -1.851, 1.245], [3.965, 0.935, -0.048], [2.627, 1.340, -0.060], [2.138, 2.680, 0.376], [0.931, 3.164, -0.326], [-0.127, 2.352, -0.585], [-1.095, 3.167, -1.156], [-2.406, 2.733, -1.512], [-2.892, 1.481, -1.463], [-2.137, 0.335, -1.145], [-2.988, -0.726, -1.283], [-2.623, -2.053, -1.179], [-4.323, -0.263, -1.628], [-4.258, 1.081, -1.753], [-5.358, 2.012, -2.158], [-5.391, 2.250, -3.672], [-5.520, -1.151, -1.747], [-6.075, -1.550, -0.374], [-0.616, 4.468, -1.267], [0.685, 4.469, -0.734], [1.632, 5.628, -0.609], [1.718, 6.198, 0.811], [-1.389, 5.646, -1.783], [-2.253, 6.298, -0.696], [1.790, 0.296, -0.244], [5.157, 1.832, 0.121], [5.562, 2.543, -1.175], [2.524, -6.406, -1.795], [2.517, -4.696, -2.257], [1.120, -5.705, -2.615], [2.072, -4.955, 0.204], [0.699, -5.979, -0.145], [-1.317, -5.952, -1.280], [-2.575, -4.868, -1.829], [-1.978, -5.590, 1.091], [-3.397, -6.102, 0.162], [-3.178, -4.399, 0.604], [2.873, -2.933, -0.319], [5.998, -0.877, -0.601], [4.937, -2.249, -0.811], [5.583, -0.993, 1.909], [6.363, -2.455, 1.275], [4.629, -2.450, 1.644], [2.928, 3.419, 0.266], [-3.093, 3.509, -1.833], [-3.392, -2.799, -1.335], [-5.239, 2.965, -1.639], [-6.317, 1.602, -1.831], [-4.453, 2.697, -4.010], [-6.211, 2.914, -3.955], [-5.515, 1.304, -4.205], [-5.257, -2.052, -2.308], [-6.295, -0.645, -2.326], [-5.293, -2.011, 0.234], [-6.905, -2.254, -0.466], [-6.428, -0.668, 0.165], [1.323, 6.419, -1.295], [2.633, 5.324, -0.933], [0.727, 6.500, 1.162], [2.377, 7.069, 0.854], [2.097, 5.449, 1.511], [-2.023, 5.338, -2.619], [-0.699, 6.391, -2.187], [-2.948, 5.569, -0.274], [-2.828, 7.142, -1.087], [-1.627, 6.661, 0.123], [6.003, 1.245, 0.491], [4.953, 2.579, 0.895], [5.812, 1.813, -1.948], [6.425, 3.198, -1.026], [4.733, 3.147, -1.554], [-0.322, 3.007, 4.993], [-0.366, 3.341, 2.733], [-1.971, 1.836, 1.835], [1.879, 2.502, 2.239], [-1.861, -1.020, 1.445], [-1.312, -1.769, 2.298], [-0.119, -1.433, 2.566], [0.441, -0.367, 2.019], [0.705, -2.253, 3.409], [0.181, -3.338, 4.097], [1.035, -4.106, 4.870], [2.389, -3.796, 4.955], [2.887, -2.706, 4.259], [2.046, -1.922, 3.478], [-0.874, -3.568, 4.022], [0.636, -4.954, 5.414], [3.049, -4.403, 5.562], [3.939, -2.455, 4.317], [2.411, -1.066, 2.926]], "multiplicity": 2, "lumo_ev": [1.84, 0.55], "charge": -1, "total_energy_ev": -97742.349, "homo_lumo_gap_ev": [5.4, 4.1], "de_lowest_kj_mol": 31.93}

=====

Record 4
{"formula": "C42H49N7O6P2", "method": "ωB97M-V/def2-TZVPD", "species": ["C", "C", "O", "C", "C", "C", "C", "O", "O", "C", "P", "P", "O", "O", "O", "H", "H", "H", "H", "H", "H", "H", "H", "H", "H", "H", "H", "H", "H", "C", "C", "C", "N", "C", "C", "H", "H", "H", "H", "H", "C", "C", "C", "N", "C", "C", "H", "H", "H", "H", "H", "C", "C", "C", "N", "C", "C", "H", "H", "H", "H", "H", "C", "C", "C", "N", "C", "C", "H", "H", "H", "H", "H", "C", "C", "C", "N", "C", "C", "H", "H", "H", "H", "H", "C", "C", "C", "N", "C", "C", "H", "H", "H", "H", "H", "C", "C", "C", "N", "C", "C", "H", "H", "H", "H", "H"], "coordinates": [[-1.837, 2.638, 1.823], [-1.171, 2.595, 0.339], [-1.739, 3.708, -0.385], [-1.694, 3.513, -1.809], [-2.691, 2.372, -2.354], [-3.891, 1.871, -1.417], [-4.255, 0.509, -2.234], [-5.344, 0.134, -2.683], [-2.950, -0.101, -2.327], [-2.096, 0.957, -2.846], [-0.229, 0.642, -2.797], [0.248, -1.467, -2.571], [-0.994, -2.343, -2.770], [1.474, -1.896, -3.692], [0.829, -1.688, -0.981], [-1.053, 2.539, 2.642], [-2.720, 1.923, 1.929], [-2.280, 3.698, 1.940], [-1.392, 1.569, -0.105], [-0.045, 2.656, 0.507], [-2.069, 4.499, -2.277], [-0.615, 3.398, -2.210], [-3.250, 2.806, -3.250], [-3.643, 1.457, -0.382], [-4.804, 2.554, -1.481], [-2.311, 0.987, -3.972], [0.245, 1.032, -4.108], [1.103, -1.864, -4.608], [0.861, -2.675, -0.851], [-2.203, -1.102, 5.854], [-1.063, -1.079, 5.064], [-0.595, 0.149, 4.624], [-1.182, 1.321, 4.915], [-2.284, 1.270, 5.679], [-2.829, 0.095, 6.171], [-2.600, -2.043, 6.219], [-0.549, -1.994, 4.796], [0.295, 0.219, 4.006], [-2.740, 2.231, 5.897], [-3.720, 0.114, 6.786], [5.407, -1.585, -0.980], [5.935, -1.405, 0.291], [5.123, -0.845, 1.264], [3.855, -0.461, 1.050], [3.369, -0.644, -0.189], [4.098, -1.199, -1.229], [6.010, -2.022, -1.768], [6.953, -1.695, 0.520], [5.489, -0.687, 2.273], [2.347, -0.323, -0.334], [3.654, -1.325, -2.209], [0.914, 5.860, 6.621], [0.573, 4.532, 6.840], [0.554, 3.672, 5.753], [0.844, 4.050, 4.497], [1.169, 5.339, 4.314], [1.220, 6.276, 5.334], [0.942, 6.563, 7.447], [0.327, 4.173, 7.832], [0.297, 2.628, 5.872], [1.396, 5.617, 3.289], [1.491, 7.305, 5.127], [-2.121, -3.505, -5.293], [-3.311, -3.475, -6.005], [-3.322, -4.001, -7.287], [-2.245, -4.536, -7.885], [-1.106, -4.551, -7.175], [-0.993, -4.054, -5.886], [-2.071, -3.104, -4.286], [-4.211, -3.053, -5.574], [-4.229, -4.003, -7.883], [-0.251, -4.987, -7.683], [-0.047, -4.094, -5.359], [-3.041, -8.464, -3.979], [-2.673, -7.440, -4.840], [-2.191, -7.779, -6.094], [-2.055, -9.044, -6.526], [-2.417, -10.015, -5.673], [-2.913, -9.780, -4.401], [-3.424, -8.239, -2.990], [-2.758, -6.402, -4.544], [-1.894, -7.015, -6.803], [-2.295, -11.027, -6.046], [-3.191, -10.604, -3.755], [4.764, -6.370, -0.013], [4.156, -5.705, 1.041], [3.007, -4.976, 0.781], [2.447, -4.873, -0.435], [3.056, -5.524, -1.438], [4.206, -6.281, -1.280], [5.664, -6.952, 0.151], [4.565, -5.751, 2.043], [2.493, -4.442, 1.573], [2.584, -5.421, -2.410], [4.653, -6.788, -2.126], [1.656, 12.327, 4.138], [0.636, 11.532, 3.636], [0.546, 10.223, 4.080], [1.392, 9.675, 4.967], [2.370, 10.466, 5.436], [2.543, 11.787, 5.058], [1.758, 13.357, 3.816], [-0.074, 11.920, 2.916], [-0.236, 9.563, 3.719], [3.041, 9.997, 6.149], [3.350, 12.379, 5.471]], "lumo_ev": 0.16, "total_energy_ev": -85639.123, "homo_lumo_gap_ev": 9.3, "smiles": "CCOC[C@@H]1CC(=O)O[C@@H]1PP(=O)(O)O.c1ccncc1.c1ccncc1.c1ccncc1.c1ccncc1.c1ccncc1.c1ccncc1.c1ccncc1"}